#i
9
Properties=species:S:1:pos:R:3:nbo_charge:R:1 method="wB97M-V/def2-TZVPD" homo_ev="-8.32 / -8.31"
P 2.1791 -0.1714 0.0708 0.57
P -0.5968 1.1426 -0.3162 0.62
C 1.1411 1.1260 0.1732 -1.02
C -0.0746 -1.5827 -0.3016 -0.21
C -0.9640 -0.6359 -0.2749 -0.61
H -1.1286 1.4472 0.9493 -0.02
H 1.5025 2.1263 0.3880 0.25
H -0.0173 -2.6461 -0.3476 0.20
H -2.0415 -0.8060 -0.3409 0.24

---

#ii
9
Properties=species:S:1:pos:R:3:nbo_charge:R:1 method="wB97M-V/def2-TZVPD" homo_ev="-8.16 / -8.81"
P -1.5495 0.3219 -0.8561 0.59
P 0.9995 -0.8456 1.3096 0.77
C 0.9578 0.1008 -0.2778 -0.51
C -0.4736 -0.2693 0.4501 -0.66
C -0.0382 1.1153 -0.0383 -0.42
H 1.0072 -0.5018 -1.2652 0.23
H -2.6234 0.9207 0.1141 -0.04
H 1.6672 -2.8385 0.1775 -0.17
H 0.0530 1.9964 0.3860 0.21

---

#iii
9
Properties=species:S:1:pos:R:3:nbo_charge:R:1 method="wB97M-V/def2-TZVPD" homo_ev=-8.59
P -3.3097 -1.0253 -0.0760 0.30
P -3.1477 0.9810 0.0615 0.33
C -0.5775 0.0649 0.6415 -0.25
C 0.6922 0.0499 0.1884 -0.39
C -1.7040 -0.0540 -0.2937 -0.80
H -1.2965 -0.1634 -1.7076 0.19
H -0.9382 0.4136 1.6816 0.21
H 1.0479 -0.2436 -0.7525 0.19
H 1.6059 0.2973 0.6680 0.20

---

Which one sits at the top of the stability order? #iii does.

---

#i
9
Properties=species:S:1:pos:R:3:nbo_charge:R:1 method="wB97M-V/def2-TZVPD" homo_ev=-8.62
P 1.2840 -1.1541 0.5738 0.43
P -2.3161 0.1025 1.1193 0.47
C 1.3707 0.4170 -0.3660 -0.37
C -1.0660 0.8257 0.2976 -0.65
C 0.2216 0.3099 0.1945 -0.24
H 0.7686 -1.7346 -0.5207 -0.08
H -1.0945 1.8231 -0.2996 0.25
H -1.6737 -1.2433 1.3791 -0.04
H 1.8059 0.9080 -1.2008 0.23

---

#ii
9
Properties=species:S:1:pos:R:3:nbo_charge:R:1 method="wB97M-V/def2-TZVPD" homo_ev=-7.26
P -3.0264 -0.8479 -0.0170 0.36
P -2.3083 0.8751 0.8816 0.38
C 0.2500 -0.6427 -0.4141 -0.23
C -1.2408 -0.3802 0.1853 -0.72
C 1.3070 0.4166 0.0333 -0.65
H 0.4050 -1.3225 -1.2500 0.21
H 0.7228 1.2822 -0.0209 0.21
H 2.2141 0.3941 -0.5228 0.22
H 1.6766 0.2253 1.1247 0.21

---

Which one sits at the top of the stability order? #i does.

---

#i
13
Properties=species:S:1:pos:R:3:nbo_charge:R:1 method="wB97M-V/def2-TZVPD" homo_ev=-10.27
C -0.3312 2.4196 -1.5180 0.11
C 0.9255 -1.0080 0.7206 0.10
C -0.4685 -1.0617 -0.0087 -0.45
C -1.1682 0.3671 0.1505 -0.44
C -0.6258 1.5369 -0.6276 -0.50
C 1.9420 -0.1799 0.2786 -0.49
C 2.9876 0.3775 -0.0341 0.14
H -1.0740 -1.9168 0.2974 0.23
H -1.3406 0.7026 1.2327 0.24
H 0.4875 1.7144 -0.4808 0.34
H -2.1642 0.1018 -0.2251 0.25
H 1.0431 -1.8060 1.3759 0.21
H -0.2133 -1.2477 -1.1615 0.26

---

#ii
13
Properties=species:S:1:pos:R:3:nbo_charge:R:1 method="wB97M-V/def2-TZVPD" homo_ev=-8.74
C 1.0360 0.6171 -1.0357 0.21
C 0.0767 1.7537 0.1155 -0.13
C -1.3963 0.0320 -0.8276 -0.25
C 0.4923 0.7361 1.2484 -0.42
C 0.8782 -0.3194 0.1482 -0.45
C -0.8713 1.1945 -0.6196 0.06
C -0.3152 -1.0920 -0.4733 -0.40
H -0.0109 0.3728 2.1861 0.22
H -0.8329 -1.7217 0.1357 0.21
H -2.2662 -0.1321 -1.3710 0.23
H -0.0420 -1.6658 -1.4330 0.23
H 1.4942 1.1822 1.5413 0.22
H 1.7574 -0.9575 0.3852 0.25

---

Which one sits at the top of the stability order? #ii does.

---

#i
13
Properties=species:S:1:pos:R:3:nbo_charge:R:1 method="wB97M-V/def2-TZVPD" homo_ev="-8.55 / -8.55"
C 0.4380 -1.4029 -0.2767 -0.14
C -0.6758 1.0671 -0.2725 -0.22
C -1.1694 0.0655 1.0430 -0.09
C -0.8562 -1.0820 -0.0217 -0.14
C 0.6030 0.8577 0.2345 -0.04
C 1.3704 -0.4289 0.3515 -0.49
C -1.7126 -0.0002 -0.4163 -0.29
H -2.7712 -0.0402 -0.6548 0.26
H -0.9183 2.0722 -0.4382 0.24
H 1.5682 -0.6527 1.4951 0.24
H 1.1937 1.8083 0.1850 0.23
H 2.2686 -0.1159 -0.0561 0.23
H 0.6617 -2.1481 -1.1728 0.22

---

#ii
13
Properties=species:S:1:pos:R:3:nbo_charge:R:1 method="wB97M-V/def2-TZVPD" homo_ev=-8.00
C -0.5694 -0.2961 1.4986 0.11
C 0.4830 0.5058 0.7227 0.11
C 0.9935 1.0664 -0.4527 -0.70
C -1.2362 -0.8174 -1.2951 -0.64
C 0.8189 -0.1411 1.8272 -0.20
C -1.6774 -1.0390 1.3235 -0.30
C -1.4021 -0.8963 0.0147 0.18
H -1.9722 -0.3173 -2.0163 0.24
H 1.5362 -0.3349 2.6201 0.23
H -0.3856 -1.0887 -1.8136 0.21
H 0.1966 1.6711 -0.8885 0.26
H 1.2307 0.2335 -1.2522 0.27
H 1.9840 1.4540 -0.2884 0.24

---

Which one sits at the top of the stability order? #ii does.

---

#i
55
Properties=species:S:1:pos:R:3:nbo_charge:R:1 method="wB97M-V/def2-TZVPD" homo_ev=-7.51 smiles="CCCCC(=O)N[C@@H](c1ccc(N(C)C)cc1)c1ccc2cccnc2c1O"
O -0.4117 -2.5276 1.8955 -0.62
O -2.5529 0.3746 1.5989 -0.67
N 5.6947 0.8057 -0.1409 -0.42
N -4.0595 2.4594 0.8813 -0.45
N -0.4384 -1.1948 0.0772 -0.62
C -4.3906 4.5024 -0.3102 -0.27
C -0.9496 3.2377 -0.9408 -0.23
C 0.1067 -0.0245 0.7410 -0.10
C -1.4888 -3.3488 -0.0977 -0.49
C -0.2023 2.1615 -0.5453 -0.17
C 2.3084 1.0297 1.3009 -0.17
C -2.9715 -2.9637 -0.1182 -0.38
C -3.1205 4.4626 -0.8198 -0.12
C -0.7229 -2.3385 0.7403 0.70
C 3.6574 1.2363 1.1074 -0.28
C -2.8036 2.4056 0.3896 0.07
C -3.9097 -5.3027 -0.4916 -0.61
C -0.7080 1.1825 0.3260 -0.12
C -2.2699 3.3903 -0.4790 -0.08
C -3.8158 -3.8732 -1.0113 -0.39
C 1.5850 0.1593 0.4950 -0.08
C -4.8140 3.4677 0.5423 0.06
C 3.6188 -0.3092 -0.7142 -0.23
C 2.2662 -0.5036 -0.5138 -0.20
C -2.0084 1.2967 0.7822 0.39
C 6.4232 -0.0841 -1.0139 -0.40
C 6.4605 1.5355 0.8413 -0.40
C 4.3541 0.5727 0.0873 0.17
H -1.3635 -4.3294 0.3593 0.23
H 6.0619 2.5452 0.9548 0.20
H -0.7518 -1.0781 -0.8731 0.39
H -1.0940 -3.3761 -1.1158 0.20
H -5.8129 3.4726 0.9595 0.19
H -4.8229 -3.4539 -1.0757 0.20
H 6.4597 1.0448 1.8226 0.18
H -0.5377 3.9796 -1.6087 0.21
H 6.3741 -1.1282 -0.6811 0.19
H -3.4519 0.6841 1.8067 0.51
H 0.8116 2.0507 -0.8996 0.23
H -3.0682 -1.9335 -0.4718 0.20
H -3.3554 -2.9957 0.9030 0.21
H -4.2803 -5.3101 0.5308 0.20
H -2.9385 -5.7899 -0.5091 0.20
H 7.4904 1.6228 0.5016 0.20
H -3.3968 -3.8805 -2.0208 0.19
H 1.7403 -1.1994 -1.1512 0.21
H 4.1680 1.9177 1.7674 0.21
H 6.0290 -0.0224 -2.0304 0.20
H 7.4680 0.2171 -1.0452 0.21
H 1.8021 1.5551 2.0984 0.21
H -2.7558 5.2384 -1.4787 0.22
H -4.5912 -5.8846 -1.1084 0.21
H -5.0669 5.3083 -0.5498 0.22
H -0.0522 -0.2053 1.8135 0.26
H 4.0980 -0.8588 -1.5075 0.21

---

#ii
55
Properties=species:S:1:pos:R:3:nbo_charge:R:1 method="wB97M-V/def2-TZVPD" homo_ev=-8.05 smiles="Cc1nc2ccccc2c2oc(C(=O)N3CCC(N4CCCCC4)CC3)cc12"
O -0.2109 -0.0649 -1.2922 -0.41
O 0.4434 3.4468 -1.0275 -0.63
N -0.3363 1.6341 4.5422 -0.47
N 1.1581 -1.9414 -4.6574 -0.43
N -0.8939 2.3082 0.3777 -0.42
C 0.1204 1.2270 -1.5927 0.17
C 1.0625 -0.4425 4.7321 -0.42
C -0.1024 -4.9337 -3.0361 -0.21
C -0.9621 3.4460 1.2738 -0.23
C -1.5508 1.1452 0.9217 -0.22
C -1.2365 -0.3978 5.6937 -0.42
C 1.0008 1.0895 4.6331 -0.22
C 0.7859 -0.0287 -3.3154 -0.13
C 0.7355 1.2970 -2.8136 -0.22
C -0.2744 3.1091 2.5955 -0.40
C 0.5747 -2.7205 -3.7127 0.14
C -1.1929 1.1319 5.5922 -0.20
C 0.1886 -0.8207 -2.3316 0.32
C -0.8639 0.7133 2.2202 -0.43
C 0.1815 -0.9293 5.8788 -0.40
C 1.2730 -0.6571 -4.4942 0.26
C 0.0546 -2.2161 -2.4867 -0.07
C -0.0984 2.3947 -0.7127 0.63
C 1.9273 0.1463 -5.5676 -0.65
C -0.5330 -3.0878 -1.5579 -0.20
C 0.4783 -4.1013 -3.9578 -0.19
C -0.9161 1.8685 3.2382 -0.03
C -0.6091 -4.4284 -1.8329 -0.21
H 2.7987 0.6621 -5.1677 0.22
H 0.7233 -0.8962 3.8000 0.19
H 1.0958 2.1936 -3.2729 0.25
H 1.4565 1.5087 5.5396 0.19
H -0.4703 4.2870 0.7830 0.25
H -2.1992 1.5322 5.4509 0.20
H 0.5820 -0.5591 6.8258 0.19
H -0.9191 -2.6832 -0.6336 0.21
H -1.8656 -0.6876 6.5373 0.21
H -0.8052 1.5267 6.5403 0.18
H -2.5926 1.4179 1.1358 0.19
H 2.2319 -0.5076 -6.3788 0.24
H -2.0151 3.6940 1.4465 0.19
H -1.0619 -5.1025 -1.1210 0.21
H -0.3527 3.9522 3.2815 0.22
H -0.1726 -5.9931 -3.2345 0.22
H -1.6740 -0.8199 4.7867 0.19
H 0.7834 2.9263 2.4033 0.20
H -1.3685 -0.1693 2.6151 0.21
H 2.0984 -0.7463 4.8955 0.21
H 0.1732 0.4558 1.9998 0.20
H 1.5864 1.4328 3.7800 0.20
H 1.2362 0.8983 -5.9449 0.22
H -1.9738 2.1034 3.4154 0.19
H 0.1793 -2.0210 5.9181 0.21
H 0.8733 -4.4774 -4.8882 0.23
H -1.5539 0.3309 0.2025 0.24

---

Which one sits at the top of the stability order? #i does.

---

#i
8
Properties=species:S:1:pos:R:3:nbo_charge:R:1 method="wB97M-V/def2-TZVPD" homo_ev=-10.13
S 0.0322 1.7154 0.3105 -0.03
S -0.1758 -1.9408 0.9602 1.67
O 1.0355 0.6481 -1.9458 -0.54
O -0.2942 -2.5553 2.2207 -0.81
O -1.2107 -0.9696 0.6156 -0.85
C 0.1198 0.6784 -1.1216 0.23
H 1.1154 2.5138 -0.0133 0.15
H -0.6223 -0.0901 -1.0264 0.16

---

#ii
8
Properties=species:S:1:pos:R:3:nbo_charge:R:1 method="wB97M-V/def2-TZVPD" homo_ev=-9.96
S 3.1329 0.0499 -0.1158 1.65
S -1.3308 -1.2557 -0.2343 -0.06
O 3.4669 -0.0108 1.3037 -0.81
O -1.4987 1.3546 -0.1388 -0.52
O 1.7489 0.2830 -0.3003 -0.84
C -2.1593 0.3267 -0.0924 0.25
H -0.0552 -0.9369 -0.5420 0.17
H -3.3047 0.1892 0.1200 0.16

---

Which one sits at the top of the stability order? #i does.

---

#i
14
Properties=species:S:1:pos:R:3:nbo_charge:R:1 method="wB97M-V/def2-TZVPD" total_charge=+2 homo_ev=-21.51 smiles="CC(=[NH2+])[N+]1=CC1"
N -1.2903 1.3992 0.0618 -0.61
N 0.6485 0.1300 0.0170 -0.32
C 1.8566 0.7840 -0.0163 0.47
C 1.8885 -0.6407 -0.1153 -0.24
C -0.6992 0.2207 0.1252 0.59
C -1.4384 -0.9868 0.0153 -0.75
H -2.2416 1.4300 -0.1828 0.45
H -2.6191 -0.8565 0.0109 0.32
H 2.5034 -1.0990 0.7978 0.32
H -0.9967 2.4294 0.3097 0.49
H 2.4953 1.5751 0.2956 0.32
H 2.1431 -1.0316 -1.1234 0.30
H -1.0779 -1.6952 0.7649 0.32
H -1.1721 -1.6586 -0.9604 0.34

---

#ii
14
Properties=species:S:1:pos:R:3:nbo_charge:R:1 method="wB97M-V/def2-TZVPD" total_charge=+2 homo_ev=-20.68 smiles="CC1=[N+]=C1C[NH3+]"
N 2.1285 1.0045 0.8035 -0.70
N -0.9748 1.2499 -0.7412 -0.11
C -0.1393 0.4093 -0.2038 0.29
C 1.2308 -0.0627 0.5286 -0.29
C -2.3739 -0.9498 -0.9378 -0.82
C -1.4043 -0.0587 -0.6081 0.44
H 2.4182 1.5214 -0.0232 0.48
H -2.9209 -1.4902 -0.0953 0.39
H 1.8137 -0.9168 -0.1086 0.33
H 1.6172 1.6444 1.4760 0.48
H -1.9609 -1.9777 -1.3300 0.38
H 3.0634 0.7255 1.3078 0.51
H -3.2950 -0.4610 -1.3889 0.34
H 0.7973 -0.6380 1.3210 0.30

---

Which one sits at the top of the stability order? #ii does.